## P
Here is a structure of composition C42H105N7Na3O18P from the OMol25 dataset. Energies are from ωB97M-V/def2-TZVPD.

The geometry in ORCA input format:
```
! RIJCOSX wB97M-V def2-TZVPD def2/J DEFGRID3
* xyz 0 1
Na -24.203 -17.498 26.548
Na -20.632 -21.037 20.232
Na -24.298 -13.625 19.922
P -23.139 -17.498 22.546
O -22.215 -18.377 23.344
O -23.048 -16.148 23.137
O -24.629 -17.857 22.716
O -22.697 -17.454 21.074
C -24.372 -25.120 25.699
O -23.824 -25.394 24.410
C -24.805 -25.173 23.401
C -25.040 -23.651 23.272
N -25.667 -23.332 21.973
C -27.083 -23.872 22.059
C -28.170 -23.089 21.204
O -29.405 -23.702 21.254
C -30.272 -23.025 22.135
H -25.272 -25.699 25.906
H -24.772 -24.108 25.760
H -23.596 -25.355 26.428
H -25.727 -25.692 23.661
H -24.415 -25.557 22.458
H -24.098 -23.102 23.265
H -25.513 -23.168 24.127
H -25.919 -22.372 22.160
H -27.467 -23.993 23.073
H -27.157 -24.915 21.751
H -27.767 -23.150 20.193
H -28.183 -22.059 21.558
H -29.805 -23.047 23.120
H -31.221 -23.560 22.143
H -30.432 -21.980 21.867
C -24.097 -6.809 26.327
O -24.398 -7.347 24.997
C -23.312 -8.063 24.298
C -23.977 -8.949 23.159
N -22.960 -9.830 22.604
C -21.823 -9.288 21.887
C -21.910 -8.426 20.669
O -22.395 -9.392 19.652
C -21.827 -9.133 18.344
H -23.021 -6.940 26.441
H -24.614 -7.481 27.013
H -24.628 -5.883 26.108
H -22.543 -8.609 24.846
H -22.665 -7.313 23.842
H -24.492 -8.580 22.272
H -24.640 -9.598 23.731
H -22.829 -10.736 23.033
H -21.234 -10.111 21.482
H -21.178 -8.737 22.572
H -20.945 -7.936 20.534
H -22.627 -7.643 20.916
H -22.301 -8.237 17.942
H -22.047 -9.924 17.627
H -20.741 -9.209 18.304
C -16.006 -12.796 26.168
O -16.718 -13.032 27.317
C -17.623 -14.103 27.358
C -16.996 -15.497 27.212
N -18.002 -16.592 27.351
C -17.172 -17.826 27.376
C -16.155 -17.918 28.526
O -14.875 -17.285 28.434
C -13.955 -17.434 29.438
H -15.095 -13.393 26.113
H -15.561 -11.803 26.103
H -16.619 -13.021 25.295
H -18.394 -13.984 26.597
H -18.033 -14.016 28.364
H -16.123 -15.489 27.864
H -16.616 -15.550 26.191
H -18.472 -16.687 26.462
H -16.732 -17.871 26.380
H -17.741 -18.749 27.488
H -15.918 -18.970 28.686
H -16.619 -17.765 29.500
H -14.488 -17.339 30.385
H -13.272 -16.589 29.520
H -13.473 -18.412 29.435
C -15.448 -14.698 14.397
O -16.664 -15.153 14.998
C -16.526 -16.153 15.988
C -16.334 -15.419 17.344
N -16.713 -16.322 18.376
C -16.266 -15.817 19.662
C -14.810 -16.354 19.959
O -13.933 -15.266 19.680
C -12.885 -15.034 20.621
H -15.000 -15.549 13.884
H -14.763 -14.336 15.163
H -15.665 -13.963 13.622
H -15.742 -16.908 15.926
H -17.480 -16.678 15.934
H -16.986 -14.568 17.545
H -15.256 -15.262 17.388
H -17.714 -16.275 18.497
H -17.012 -16.182 20.369
H -16.307 -14.757 19.913
H -14.540 -17.157 19.273
H -14.853 -16.603 21.019
H -11.941 -15.496 20.332
H -13.091 -15.488 21.590
H -12.686 -14.016 20.954
C -23.381 -24.877 14.774
O -22.266 -23.984 14.756
C -22.549 -22.909 15.596
C -21.257 -22.085 15.912
N -20.485 -23.172 16.475
C -19.023 -22.897 16.509
C -18.292 -23.739 17.461
O -18.856 -23.727 18.793
C -18.122 -24.278 19.877
H -23.123 -25.653 15.494
H -23.466 -25.505 13.887
H -24.384 -24.545 15.043
H -23.210 -23.111 16.438
H -23.219 -22.185 15.131
H -21.430 -21.249 16.590
H -21.008 -21.644 14.947
H -20.713 -23.905 15.818
H -18.914 -21.885 16.900
H -18.644 -22.953 15.489
H -17.275 -23.400 17.260
H -18.332 -24.787 17.163
H -18.742 -24.356 20.770
H -17.292 -23.643 20.186
H -17.738 -25.241 19.540
C -26.753 -15.256 16.731
O -27.565 -15.075 17.873
C -28.159 -16.338 18.300
C -29.211 -16.149 19.392
N -28.777 -15.520 20.560
C -29.808 -15.140 21.527
C -30.283 -16.183 22.560
O -30.888 -15.639 23.745
C -31.944 -14.679 23.627
H -27.486 -15.309 15.926
H -26.126 -16.142 16.633
H -26.214 -14.317 16.612
H -27.310 -16.907 18.679
H -28.613 -16.876 17.468
H -29.839 -17.011 19.613
H -29.951 -15.484 18.947
H -28.178 -16.202 21.003
H -30.667 -14.731 20.996
H -29.293 -14.309 22.008
H -29.471 -16.825 22.902
H -31.130 -16.686 22.094
H -31.633 -13.715 23.224
H -32.377 -14.295 24.550
H -32.816 -15.014 23.066
C -28.664 -23.666 30.865
O -29.585 -23.251 29.812
C -29.081 -22.270 28.867
C -29.004 -20.818 29.494
N -28.372 -19.650 28.800
C -28.321 -18.599 29.799
C -27.664 -17.286 29.461
O -26.340 -17.187 29.950
C -25.695 -15.979 29.604
H -29.303 -24.406 31.346
H -28.439 -22.901 31.608
H -27.676 -24.030 30.581
H -29.735 -22.239 27.995
H -28.070 -22.508 28.537
H -28.383 -20.904 30.386
H -30.024 -20.593 29.807
H -28.611 -19.539 27.825
H -27.981 -18.785 30.818
H -29.353 -18.249 29.794
H -28.188 -16.604 30.130
H -27.788 -16.938 28.436
H -26.163 -15.152 30.138
H -25.663 -15.862 28.520
H -24.633 -15.933 29.846
*
```

=====

## Q
Here is a structure of composition C42H105N7Na3O18P from the OMol25 dataset. Energies are from ωB97M-V/def2-TZVPD.

The geometry in ORCA input format:
```
! RIJCOSX wB97M-V def2-TZVPD def2/J DEFGRID3
* xyz 0 1
Na -1.989 -1.057 0.350
Na 2.413 -2.014 -0.834
Na 1.436 2.243 0.294
P 0.590 -0.355 -0.044
O -0.414 0.802 0.300
O 1.497 -0.762 1.199
O 1.677 0.202 -1.035
O -0.054 -1.625 -0.678
C 4.017 -2.038 -3.447
O 3.733 -3.262 -2.814
C 2.935 -4.136 -3.599
C 1.467 -3.730 -3.539
N 0.954 -3.761 -2.178
C 0.101 -4.856 -1.774
C 0.674 -6.256 -1.920
O 0.631 -6.645 -3.280
C 1.359 -7.825 -3.563
H 4.345 -1.366 -2.652
H 3.128 -1.563 -3.877
H 4.815 -2.046 -4.197
H 3.019 -5.124 -3.141
H 3.236 -4.287 -4.642
H 0.906 -4.445 -4.153
H 1.324 -2.785 -4.069
H 0.501 -2.884 -1.924
H -0.920 -4.898 -2.173
H -0.021 -4.716 -0.694
H 0.026 -6.925 -1.340
H 1.676 -6.324 -1.480
H 1.287 -8.601 -2.796
H 2.407 -7.528 -3.665
H 0.998 -8.275 -4.486
C -4.173 1.342 4.444
O -4.416 1.423 3.067
C -3.222 1.399 2.310
C -3.602 1.421 0.836
N -4.337 0.183 0.419
C -4.665 0.370 -1.028
C -5.530 -0.787 -1.465
O -6.875 -0.475 -1.226
C -7.782 -1.520 -1.470
H -3.400 2.023 4.821
H -4.013 0.330 4.828
H -5.055 1.757 4.946
H -2.633 0.496 2.514
H -2.586 2.275 2.477
H -2.699 1.427 0.228
H -4.280 2.276 0.745
H -5.157 0.127 1.017
H -3.650 0.338 -1.417
H -5.216 1.273 -1.281
H -5.244 -1.771 -1.067
H -5.356 -0.964 -2.543
H -8.778 -1.191 -1.193
H -7.500 -2.398 -0.874
H -7.738 -1.856 -2.512
C -2.093 3.230 -1.792
O -3.125 2.679 -2.573
C -4.070 3.592 -3.104
C -4.771 4.365 -1.974
N -5.890 5.174 -2.398
C -5.587 6.278 -3.294
C -6.726 7.235 -3.500
O -7.757 6.707 -4.305
C -8.732 7.613 -4.707
H -1.292 2.496 -1.724
H -2.333 3.354 -0.728
H -1.850 4.246 -2.114
H -4.801 3.156 -3.786
H -3.477 4.245 -3.764
H -4.067 4.871 -1.313
H -5.191 3.582 -1.338
H -6.686 4.666 -2.757
H -5.179 5.905 -4.243
H -4.830 6.894 -2.796
H -6.341 8.168 -3.934
H -7.199 7.481 -2.537
H -9.386 7.145 -5.441
H -8.332 8.540 -5.128
H -9.439 7.919 -3.923
C 0.483 5.448 0.175
O 0.595 4.263 -0.593
C 1.169 4.545 -1.868
C 1.642 3.321 -2.665
N 2.639 2.461 -2.016
C 3.798 2.202 -2.911
C 5.036 2.819 -2.257
O 6.213 2.363 -2.990
C 6.391 3.088 -4.175
H 0.062 6.307 -0.351
H 1.394 5.728 0.714
H -0.243 5.141 0.939
H 2.062 5.170 -1.772
H 0.438 5.023 -2.529
H 2.075 3.828 -3.533
H 0.801 2.741 -3.064
H 2.272 1.554 -1.702
H 3.620 2.568 -3.919
H 3.915 1.120 -3.006
H 5.120 2.571 -1.202
H 5.073 3.911 -2.318
H 7.280 2.752 -4.715
H 6.495 4.163 -3.999
H 5.605 2.906 -4.917
C 4.383 4.774 0.563
O 3.699 3.637 1.006
C 4.183 3.044 2.177
C 3.773 1.583 2.424
N 2.334 1.393 2.341
C 1.738 1.583 3.692
C 0.314 2.105 3.609
O -0.170 2.531 4.876
C -0.302 1.460 5.795
H 5.475 4.680 0.491
H 4.105 5.620 1.200
H 4.113 4.938 -0.481
H 3.828 3.603 3.060
H 5.271 3.147 2.299
H 4.136 1.319 3.427
H 4.269 0.860 1.768
H 2.009 0.453 2.050
H 2.412 2.186 4.302
H 1.701 0.602 4.190
H -0.321 1.385 3.080
H 0.289 2.993 2.968
H 0.625 1.265 6.334
H -0.781 0.606 5.304
H -1.064 1.745 6.529
C -0.597 -5.078 5.266
O -0.624 -5.403 3.885
C 0.110 -4.498 3.070
C -0.600 -3.152 2.849
N -1.561 -3.197 1.753
C -2.608 -4.256 1.777
C -3.664 -4.015 0.713
O -3.002 -3.799 -0.529
C -3.827 -4.180 -1.621
H -1.206 -5.812 5.786
H -1.014 -4.081 5.430
H 0.434 -5.096 5.630
H 0.203 -5.047 2.130
H 1.126 -4.332 3.449
H 0.155 -2.376 2.722
H -1.222 -2.908 3.716
H -1.164 -3.412 0.840
H -3.023 -4.329 2.782
H -2.060 -5.160 1.484
H -4.291 -3.159 0.978
H -4.249 -4.939 0.720
H -4.866 -3.834 -1.587
H -3.879 -5.276 -1.641
H -3.332 -3.759 -2.495
C 5.903 -0.527 -0.533
O 4.899 -1.342 0.017
C 5.286 -1.941 1.243
C 4.335 -3.070 1.602
N 3.065 -2.819 2.256
C 3.197 -2.458 3.680
C 3.777 -3.564 4.522
O 5.193 -3.428 4.587
C 5.836 -4.276 5.513
H 6.919 -0.924 -0.559
H 5.914 0.491 -0.122
H 5.604 -0.314 -1.563
H 5.332 -1.190 2.044
H 6.289 -2.374 1.147
H 4.929 -3.775 2.184
H 4.167 -3.604 0.657
H 2.530 -2.067 1.807
H 2.270 -2.131 4.160
H 3.779 -1.525 3.685
H 3.558 -4.497 3.982
H 3.245 -3.704 5.469
H 5.865 -3.880 6.531
H 6.843 -4.413 5.121
H 5.378 -5.269 5.579
*
```

=====

Quick ranking, most stable first: Q, P.